Record 1
15
Properties=species:S:1:pos:R:3:mulliken_charge:R:1 method="wB97M-V/def2-TZVPD" e_lumo_ev=-3.6 homo_lumo_gap_ev=8.47 spin_multiplicity=1 charge=+1 de_lowest_kj_mol=218.5 e_homo_ha=-0.44381 fmax_ev_per_a=3.082
B -2.62597 0.16269 -0.21003 0.513
C 1.59600 -0.09177 0.09084 0.539
N 2.55323 0.80449 0.45959 -0.383
N 1.59024 -0.81775 -1.05302 -0.390
N 0.45503 -0.04557 0.74892 0.031
O -2.49236 1.28150 -0.82083 -0.252
O -3.32792 -0.90068 0.00720 -0.247
O -0.54894 -0.81927 0.35021 -0.714
H 3.50372 0.67574 0.29770 0.192
H 2.44454 1.48763 1.13268 0.187
H 2.53120 -1.07059 -1.46343 0.254
H 0.74878 -1.41197 -1.18246 0.288
H 0.29593 0.30044 1.70793 0.255
H -3.27124 1.83101 -0.84985 0.362
H -3.45223 -1.38590 0.78454 0.364

=====

Record 2
28
Properties=species:S:1:pos:R:3:mulliken_charge:R:1 method="wB97M-V/def2-TZVPD" e_lumo_ev=-3.2 homo_lumo_gap_ev=9.73 spin_multiplicity=1 charge=+1 de_lowest_kj_mol=119.1 e_homo_ha=-0.47495 fmax_ev_per_a=4.460 smiles="C=C(C)C(=C)CC(C)(C)[NH3+]"
C 0.65350 0.85459 -0.91574 1.031
C 1.77272 0.67768 -1.57809 -1.221
C -0.41127 -0.27241 -1.11329 -1.527
C 0.39006 1.95542 0.08754 0.740
C -0.51559 -1.30937 -0.04121 1.562
C 1.55123 2.35356 0.96827 -1.505
C -0.86035 2.43508 0.20908 -1.208
C -1.15182 -2.54060 -0.41347 -1.841
C 0.72217 -1.73329 0.69591 -1.366
N -1.48247 -0.66137 0.95343 -0.302
H 2.40059 1.52920 -1.49251 0.356
H 1.89349 0.02065 -2.40826 0.344
H -1.39471 0.27256 -1.24110 0.343
H -0.19235 -0.78379 -2.15363 0.397
H 2.05216 3.18477 0.62750 0.399
H 2.26445 1.47230 0.97791 0.358
H 1.20032 2.41388 2.02386 0.366
H -1.49248 -1.06105 1.94509 0.403
H -1.68734 2.14832 -0.47344 0.312
H -1.14506 3.14968 0.95909 0.388
H -1.42224 -3.09410 0.49540 0.552
H -0.54783 -3.07191 -1.20496 0.376
H -2.15421 -2.32626 -0.90311 0.389
H 1.54999 -1.61080 -0.02992 0.347
H 0.48221 -2.77002 0.99983 0.387
H 1.20076 -1.08685 1.48696 0.359
H -2.49351 -0.51431 0.61134 0.458
H -1.18244 0.36842 0.92752 0.102

=====

Record 3
18
Properties=species:S:1:pos:R:3:mulliken_charge:R:1 method="wB97M-V/def2-TZVPD" e_lumo_ev=0.0 homo_lumo_gap_ev=8.80 spin_multiplicity=1 de_lowest_kj_mol=318.6 e_homo_ha=-0.32168 fmax_ev_per_a=10.895
C 0.50546 3.57588 -0.96881 -0.579
C 0.21397 1.32753 -0.74130 0.749
C -0.23272 -0.67689 0.00766 0.508
C -0.12369 -1.95437 0.65179 0.420
C 1.14091 -2.34444 1.48891 -1.087
H -0.26478 3.78842 -0.02849 0.248
H -0.11993 3.78671 -1.88074 0.255
H 1.35158 4.40401 -0.98739 0.225
H -2.76292 -2.77664 -0.56598 0.216
H 0.92802 -3.29200 2.23141 0.262
H 1.37924 -1.54831 2.28064 0.299
H 1.98845 -2.42943 1.10745 0.404
N 0.64934 0.27257 0.06437 -0.566
N -2.03306 -2.24540 -0.19910 0.029
N -1.07370 -2.82379 0.52942 -0.564
O 1.09398 2.33274 -0.81250 -0.325
O -0.90887 1.33379 -1.32734 -0.647
S -1.73127 -0.73039 -0.85001 0.155

=====

Record 4
13
Properties=species:S:1:pos:R:3:mulliken_charge:R:1 method="wB97M-V/def2-TZVPD" e_lumo_ev="-6.1 / -6.1" homo_lumo_gap_ev="7.19 / 7.19" spin_multiplicity=1 charge=+1 de_lowest_kj_mol=627.1 e_homo_ha="-0.48980 / -0.48971" fmax_ev_per_a=3.859 smiles="N#[PH]CCN=[NH2+]"
C -0.55819 0.50385 -0.46965 -0.407
C 0.88342 0.57709 -0.92710 -0.764
N 1.24623 -1.78988 0.79575 -0.428
N -0.60667 0.15058 0.94533 0.141
N -1.70404 -0.20402 1.43801 -0.267
P 1.77414 -0.76943 -0.11928 0.336
H -1.20418 1.39542 -0.71411 0.431
H -1.04968 -0.40665 -1.03038 0.355
H 0.99358 0.62958 -1.98080 0.486
H 1.52564 1.55222 -0.57364 0.313
H -2.61933 -0.32566 0.89429 0.314
H -1.76610 -0.45791 2.50572 0.336
H 3.08518 -0.85519 -0.76413 0.152

=====

Record 5
149
Properties=species:S:1:pos:R:3:mulliken_charge:R:1 method="wB97M-V/def2-TZVPD" e_lumo_ev=3.4 homo_lumo_gap_ev=4.16 spin_multiplicity=1 charge=-2 de_lowest_kj_mol=77.5 e_homo_ha=-0.02758 fmax_ev_per_a=0.455
Rb -1.10079 -0.71701 0.11483 0.050
C -4.92676 -2.75476 2.26146 -1.267
C -4.59825 -1.94417 1.05439 -0.327
C -4.59770 -2.32287 -0.26460 -0.292
C -4.14511 -1.19066 -0.96943 -0.313
N -3.91019 -0.18766 -0.13399 -0.805
N -4.18546 -0.65152 1.11199 0.909
B -4.13441 0.20772 2.39785 -1.318
N -3.85350 1.68351 2.04934 0.071
N -2.80688 2.03541 1.26749 1.060
C -2.88350 3.34186 1.09746 -0.596
C -4.00186 3.86402 1.79058 -0.753
C -4.59328 2.76731 2.37912 0.171
C -5.83513 2.71096 3.21083 -1.350
C -1.91780 4.08895 0.21180 2.977
C -0.87171 3.12989 -0.34849 -0.118
C -1.21691 5.20872 0.99341 -1.891
C -2.71496 4.71006 -0.94647 -2.065
N -3.07047 -0.34002 3.40589 0.702
N -1.78164 -0.57781 3.05660 1.680
C -1.18328 -1.09110 4.12554 -1.808
C -2.09973 -1.18440 5.19484 -0.701
C -3.28999 -0.69977 4.68942 0.753
C -4.60566 -0.58117 5.39232 -1.368
C 0.26214 -1.53490 4.09647 2.539
C 0.71934 -1.90760 5.50737 -2.387
C 0.38954 -2.76422 3.18977 -1.268
C 1.16066 -0.41276 3.56514 -1.330
C -3.96877 -1.07452 -2.46474 2.995
C -3.21265 0.20454 -2.83653 -1.597
C -5.35707 -1.03827 -3.11826 -2.196
C -3.20218 -2.29561 -2.99141 -1.642
H -5.17538 -3.76793 1.95145 0.427
H -5.76885 -2.32861 2.81620 0.275
H -4.06836 -2.81807 2.93585 0.151
H -4.82957 -3.30429 -0.64411 0.502
H -5.20162 0.15177 2.96324 -0.072
H -4.34421 4.88683 1.84660 0.469
H -6.23134 3.71959 3.32910 0.441
H -5.64462 2.29737 4.20266 0.114
H -6.59879 2.08871 2.74234 0.237
H -0.27856 2.68787 0.45701 -0.073
H -0.19143 3.66448 -1.01434 -0.170
H -1.35078 2.32639 -0.91152 -0.467
H -0.52663 4.79446 1.73109 0.178
H -1.94452 5.84512 1.50550 0.307
H -0.63481 5.83602 0.30936 0.531
H -3.22037 3.92964 -1.52111 0.240
H -2.05026 5.26573 -1.61528 0.560
H -3.47382 5.40123 -0.56984 0.380
H -1.93359 -1.55931 6.19277 0.581
H -4.47729 -0.87510 6.43462 0.545
H -5.35927 -1.22801 4.93928 0.151
H -4.99491 0.43765 5.36430 0.038
H 0.14758 -2.75570 5.89273 0.371
H 0.61023 -1.06983 6.20458 0.416
H 1.77337 -2.19569 5.48074 0.442
H -0.25471 -3.57514 3.53486 0.296
H 1.42393 -3.11931 3.15946 0.452
H 0.08566 -2.53908 2.16842 -0.070
H 1.14525 0.45732 4.23051 0.282
H 0.84590 -0.09041 2.57160 -0.051
H 2.19352 -0.76408 3.49402 0.574
H -3.65391 1.07404 -2.34284 0.312
H -3.24139 0.34874 -3.92066 0.529
H -2.16087 0.14496 -2.54030 0.097
H -5.90579 -0.14122 -2.81518 0.382
H -5.94132 -1.91196 -2.82107 0.394
H -5.26248 -1.03892 -4.20938 0.443
H -2.21987 -2.39846 -2.52085 -0.077
H -3.05619 -2.20609 -4.07358 0.475
H -3.75274 -3.21941 -2.79604 0.367
S -0.30942 -8.56899 -2.83324 -0.414
C -0.45937 -7.04527 -2.14070 0.064
S 0.36925 -5.65360 -2.67440 -0.164
C -0.22283 -4.48170 -1.50937 -0.656
C -1.09404 -4.96697 -0.58309 -0.049
S -1.87386 -4.14649 0.71660 -0.149
S -1.44922 -6.68563 -0.79358 -0.211
S 0.38548 -2.85935 -1.65582 -0.116
N -1.38229 1.98773 4.95830 -0.798
C -0.90336 2.47935 3.66347 0.900
C 0.52784 2.97319 3.77424 -0.382
O 0.94774 3.12055 5.04009 -0.580
O 1.22707 3.23986 2.83101 -0.493
H -2.38622 2.10222 5.01522 0.296
H 0.18417 2.80571 5.57629 0.461
H -1.22843 0.98222 5.01227 0.294
H -1.50681 3.33701 3.35812 0.662
H -0.98535 1.74152 2.87002 -0.223
C 4.84880 -5.69705 0.58640 -0.996
N 5.35033 -4.34725 0.72093 0.499
C 4.55551 -3.22275 0.65831 -0.574
Se 2.79507 -3.09956 0.19570 -0.077
N 5.42748 -2.17406 0.83804 0.259
C 6.72749 -2.60880 1.01506 0.411
C 7.91741 -1.94896 1.24504 -0.730
C 9.06376 -2.72647 1.41181 -0.442
C 9.00769 -4.11472 1.35296 -0.580
C 7.80358 -4.77908 1.11802 -0.560
C 6.67237 -4.00617 0.94641 0.401
H 3.82064 -5.63730 0.23558 0.258
H 4.87286 -6.22000 1.54413 0.312
H 5.44765 -6.24557 -0.14146 0.341
H 5.09837 -1.22401 0.80303 0.000
H 7.95804 -0.86815 1.30011 0.404
H 10.01235 -2.23718 1.59245 0.369
H 9.91045 -4.69379 1.50057 0.360
H 7.75562 -5.85945 1.07082 0.399
C 1.79136 3.45472 -5.92450 -1.091
Si 0.62828 3.09916 -4.49044 0.383
C -1.01467 2.58843 -5.23224 -0.926
C 0.37991 4.76249 -3.65727 -0.622
As 1.12453 1.45246 -2.89358 0.418
Si 1.96207 -0.26772 -4.30215 0.301
C 3.11536 -1.38985 -3.36836 -0.485
C 0.45272 -1.18866 -4.89471 -0.365
C 2.90580 0.29380 -5.83860 -1.204
Si 3.09600 2.22885 -1.87997 0.019
C 2.72035 3.66277 -0.73804 -0.726
C 3.83710 0.84949 -0.83620 -1.156
C 4.41047 2.81986 -3.08735 -1.053
H 1.45879 4.36760 -6.42827 0.365
H 1.79375 2.64216 -6.65055 0.319
H 2.82213 3.60393 -5.59318 0.233
H -1.42834 3.37219 -5.87446 0.471
H -1.73423 2.36849 -4.43804 -0.009
H -0.90177 1.67886 -5.83061 0.267
H 0.11991 5.51700 -4.40608 0.480
H 1.28761 5.09443 -3.14481 0.276
H -0.42379 4.71747 -2.91984 -0.249
H 2.68255 -1.71701 -2.41916 -0.269
H 4.08513 -0.91996 -3.17620 0.272
H 3.27860 -2.29300 -3.96580 0.429
H -0.14659 -1.50805 -4.03704 -0.309
H 0.75149 -2.09391 -5.43317 0.408
H -0.16494 -0.57513 -5.55841 0.232
H 3.54469 1.16186 -5.65984 0.301
H 2.22028 0.54174 -6.65271 0.296
H 3.54104 -0.53305 -6.17234 0.385
H 2.12728 3.34630 0.12557 0.026
H 2.16992 4.46055 -1.24375 0.132
H 3.66092 4.08362 -0.36682 0.467
H 3.08840 0.09320 -0.57634 0.174
H 4.23762 1.26642 0.09453 0.562
H 4.64274 0.34020 -1.37182 0.420
H 4.04990 3.67547 -3.66573 0.191
H 4.68448 2.02869 -3.79145 0.258
H 5.31404 3.12967 -2.55175 0.389

=====

Record 6
9
Properties=species:S:1:pos:R:3:mulliken_charge:R:1 method="wB97M-V/def2-TZVPD" e_lumo_ev="-1.8 / -0.3" homo_lumo_gap_ev="7.70 / 9.61" spin_multiplicity=1 de_lowest_kj_mol=476.6 e_homo_ha="-0.34825 / -0.36265" fmax_ev_per_a=3.058
C -0.07348 0.36006 -0.07644 -0.174
C -0.72468 1.92344 0.17371 -0.334
C -3.65116 0.12018 0.00614 0.636
N -1.26052 0.63974 0.21365 -0.040
F -4.39219 -0.02733 -1.14933 -0.197
F -3.61620 -1.13664 0.48215 -0.174
F -4.02782 1.25716 0.69389 -0.182
H -0.48253 2.41832 1.17869 0.228
H -0.92365 2.59568 -0.73785 0.237